1.
Computed, not measured: 2 unconnected molecules or ions with the total composition C2H5O3 at a distorted geometry, with the ωB97M-V functional and the def2-TZVPD basis.

Total charge: -1
LUMO level (eV): 4.4
Spin multiplicity: 1
ΔE to the lowest compared entry with this formula, charge and spin (kcal per mole): 4.11

CARTESIAN COORDINATES (ANGSTROEM)
O: 1.169 -2.589 -1.132
O: 1.086 0.685 -0.516
O: -0.671 -0.709 -0.288
C: -0.050 0.364 -0.112
C: -0.807 1.452 0.704
H: 1.942 -2.096 -0.850
H: -0.336 2.402 0.937
H: -1.850 1.631 0.429
H: -0.893 0.898 1.661
H: 0.411 -2.037 -0.834

---

2.
Computed, not measured: C6H13N3 in the gas phase at a distorted geometry, with the ωB97M-V functional and the def2-TZVPD basis.

Total charge: 0
LUMO level (eV): 1.0
Spin multiplicity: 1
ΔE to the lowest compared entry with this formula, charge and spin (kcal per mole): 66.42
SMILES: NC[C@]12CNC[C@@H]1NC2

CARTESIAN COORDINATES (ANGSTROEM)
N: 0.008 2.146 -0.265
N: 2.126 -1.269 -0.187
N: -1.684 -1.226 0.090
C: 0.968 -0.540 -0.754
C: -0.600 -0.993 1.092
C: 0.187 0.094 0.403
C: -1.806 -0.039 -0.822
C: -0.922 0.959 -0.080
C: 0.907 1.433 0.734
H: 0.400 -1.292 -1.266
H: 0.466 2.185 -1.200
H: -2.555 -1.364 0.587
H: 1.247 0.238 -1.444
H: -1.053 -0.669 2.028
H: 2.016 1.582 0.595
H: 2.807 -0.631 0.296
H: -0.075 -1.953 1.258
H: -1.478 1.297 0.824
H: 0.658 1.844 1.724
H: 2.661 -1.785 -0.866
H: -1.462 -0.317 -1.810
H: -2.816 0.300 -0.935

---

3.
Computed, not measured: 11 unconnected molecules or ions with the total composition C50H124N8O11 at a distorted geometry, with the ωB97M-V functional and the def2-TZVPD basis.

Total charge: 0
LUMO level (eV): 0.5
Spin multiplicity: 1
ΔE to the lowest compared entry with this formula, charge and spin (kcal per mole): 17.72
SMILES: CC1(C)CCCC(C)(C)N1O.CC1(C)CCCC(C)(C)N1O.CC1(C)CCCC(C)(C)N1O.COC[C@H](C)N.COC[C@H](C)N.COC[C@H](C)N.COC[C@H](C)N.COC[C@H](C)N.CO.CO.CO

CARTESIAN COORDINATES (ANGSTROEM)
O: 8.447 13.735 15.172
O: 17.074 14.972 12.285
O: 10.395 17.167 9.447
O: 10.387 21.233 14.286
O: 12.527 16.789 7.504
O: 10.330 22.279 11.649
O: 14.048 14.094 13.095
O: 9.345 8.532 8.903
O: 12.966 12.372 17.279
O: 14.962 10.627 13.384
O: 16.577 13.058 14.673
N: 10.911 19.482 10.655
N: 11.659 10.043 9.637
N: 10.976 19.901 14.277
N: 11.152 14.538 17.673
N: 16.168 12.230 11.566
N: 13.617 17.132 8.426
N: 18.208 15.799 12.143
N: 10.859 12.003 15.049
C: 16.417 12.815 16.052
C: 14.958 17.651 6.252
C: 14.575 14.947 7.710
C: 17.003 17.659 12.938
C: 10.246 23.632 12.049
C: 14.447 18.156 7.660
C: 20.604 15.777 11.784
C: 12.851 18.582 15.129
C: 20.804 16.812 12.875
C: 18.276 16.330 14.675
C: 13.538 10.589 13.347
C: 16.507 17.282 8.917
C: 19.108 14.122 10.653
C: 15.584 10.994 11.068
C: 9.362 9.945 8.664
C: 12.252 20.753 16.314
C: 10.996 22.003 10.377
C: 15.630 18.533 8.591
C: 12.278 20.007 14.934
C: 15.533 10.025 12.204
C: 10.566 17.629 14.851
C: 8.897 18.909 13.574
C: 13.851 14.461 14.469
C: 19.559 13.840 13.044
C: 15.678 16.198 9.575
C: 9.067 11.915 13.295
C: 13.494 19.303 7.436
C: 19.418 14.951 11.940
C: 7.876 14.926 15.770
C: 8.922 20.491 9.635
C: 8.382 7.712 8.199
C: 13.368 15.305 9.826
C: 12.561 14.575 17.939
C: 18.254 16.825 13.208
C: 10.485 20.646 9.844
C: 9.937 18.995 14.712
C: 13.171 20.806 13.940
C: 16.303 10.554 9.801
C: 10.238 10.513 9.757
C: 14.359 15.878 8.857
C: 13.196 13.309 18.349
C: 9.203 19.418 15.988
C: 12.880 15.665 18.904
C: 11.809 17.629 15.764
C: 9.755 16.052 10.131
C: 9.598 14.031 14.445
C: 19.573 17.693 12.996
C: 13.347 11.028 17.595
C: 10.183 12.018 9.689
C: 10.185 12.740 13.967
H: 13.782 18.714 15.655
H: 15.640 12.678 12.247
H: 16.282 9.472 9.747
H: 9.355 14.681 13.516
H: 9.853 17.037 15.353
H: 18.196 13.571 10.833
H: 10.712 22.741 9.591
H: 9.502 11.028 12.804
H: 18.656 13.305 13.299
H: 11.707 17.001 8.013
H: 13.120 9.585 13.123
H: 8.698 19.516 9.305
H: 12.713 18.994 6.807
H: 11.737 21.713 16.218
H: 10.886 20.540 8.838
H: 10.880 13.037 13.146
H: 12.698 16.673 18.602
H: 13.789 14.441 10.421
H: 13.222 11.329 12.656
H: 9.141 12.472 9.695
H: 11.285 23.981 12.232
H: 12.107 22.046 10.431
H: 12.634 10.653 18.385
H: 8.678 20.372 15.872
H: 16.921 13.670 16.450
H: 10.843 13.705 17.166
H: 15.009 18.540 5.537
H: 14.103 21.110 14.419
H: 8.409 10.452 8.740
H: 19.896 13.468 10.295
H: 19.209 15.930 14.916
H: 20.169 13.019 12.637
H: 11.509 17.959 16.720
H: 11.876 9.084 9.891
H: 13.099 16.033 10.579
H: 16.753 18.145 13.887
H: 8.708 15.976 9.799
H: 13.148 19.686 8.350
H: 19.366 18.249 12.083
H: 21.032 16.372 13.870
H: 13.073 10.888 14.316
H: 9.853 19.464 16.840
H: 16.923 11.915 16.376
H: 14.378 14.847 12.537
H: 8.260 11.628 13.948
H: 13.205 20.876 16.849
H: 14.278 13.433 18.523
H: 17.229 18.379 12.157
H: 9.706 23.746 12.977
H: 13.315 20.267 13.026
H: 17.498 15.571 14.729
H: 10.263 11.696 15.819
H: 11.912 19.393 10.587
H: 11.589 20.184 16.976
H: 12.246 10.645 10.255
H: 10.638 14.578 18.572
H: 10.256 15.056 10.032
H: 14.828 13.931 8.046
H: 10.412 17.912 10.092
H: 13.940 15.708 19.190
H: 14.705 15.007 14.875
H: 15.935 17.132 6.265
H: 17.153 14.469 13.090
H: 10.697 19.671 11.661
H: 8.562 19.868 13.239
H: 12.727 21.739 13.569
H: 7.148 14.588 16.457
H: 12.935 15.106 14.592
H: 16.289 16.980 12.607
H: 17.340 10.847 9.865
H: 12.485 15.020 9.254
H: 10.683 12.444 8.787
H: 16.479 9.655 12.461
H: 10.656 12.480 10.570
H: 14.525 11.142 10.745
H: 15.355 12.752 16.342
H: 16.906 16.897 7.951
H: 12.776 12.878 19.244
H: 21.434 15.148 11.657
H: 19.783 18.327 13.820
H: 13.705 13.595 15.098
H: 8.018 18.284 13.756
H: 15.853 10.888 8.855
H: 14.090 20.075 6.946
H: 16.174 19.310 8.112
H: 15.009 9.144 11.923
H: 15.530 16.525 10.659
H: 14.356 10.851 18.006
H: 9.756 10.214 7.692
H: 12.186 16.606 15.832
H: 8.789 6.711 8.109
H: 16.263 12.322 14.143
H: 14.189 17.019 5.840
H: 13.079 18.120 14.172
H: 18.003 17.134 15.373
H: 10.720 17.100 13.923
H: 15.202 18.985 9.520
H: 13.768 14.843 6.970
H: 8.371 18.742 16.133
H: 7.491 15.526 15.007
H: 20.564 16.345 10.808
H: 8.080 8.112 7.227
H: 16.184 12.874 10.790
H: 8.616 15.457 16.341
H: 17.468 17.503 9.443
H: 15.358 15.304 7.052
H: 8.648 12.437 12.434
H: 8.437 20.604 10.607
H: 18.963 14.795 9.833
H: 20.045 14.127 13.933
H: 10.450 21.550 13.355
H: 21.655 17.457 12.659
H: 9.728 24.219 11.270
H: 7.390 7.618 8.753
H: 8.570 21.223 8.901
H: 9.780 16.384 11.201
H: 16.257 15.275 9.700
H: 9.441 18.485 12.700
H: 11.690 12.413 15.387
H: 10.258 14.614 15.118
H: 13.044 14.829 16.969
H: 9.770 10.247 10.725
H: 12.355 15.443 19.826
H: 13.298 10.449 16.653

---

Here are the calculated orbital gap numbers, same order: 0.3218, 0.3578, 0.3234 (Eh).